# 1
Computed, not measured: a molecular structure, C22H22BN9O2Re, with the ωB97M-V functional and the def2-TZVPD basis.

Values from the calculation:
Net charge: +2
Spin multiplicity: 2
LUMO (alpha / beta) in eV: -7.98 / -8.21
Max |F| in Eh/bohr: 0.0059
<S²>: 0.76
HOMO-LUMO gap (alpha / beta) in eV: 6.84 / 6.84
Highest occupied orbital energy (alpha / beta) in eV: -14.812 / -15.046
Relative energy (zero: lowest compared OMol25 entry of this formula, charge and spin) in eV: 0.0000
Total energy in a.u.: -1597.4077

CARTESIAN COORDINATES (ANGSTROEM)
Re  -1.383  0.842  0.468
C  0.111  3.572  -2.315
C  0.202  2.883  -1.130
N  -0.882  2.077  -0.996
N  -1.661  2.247  -2.099
C  -1.085  3.138  -2.895
B  -3.022  1.502  -2.199
N  -2.713  -0.012  -2.053
C  -3.078  -1.056  -2.784
C  -2.639  -2.227  -2.161
C  -2.004  -1.803  -1.019
N  -2.045  -0.448  -0.952
N  -3.832  1.905  -0.964
C  -5.051  2.437  -0.842
C  -5.338  2.591  0.506
C  -4.219  2.120  1.164
N  -3.302  1.702  0.269
H  0.803  4.292  -2.714
H  0.958  2.913  -0.361
H  -1.546  3.420  -3.829
H  -3.572  1.740  -3.226
H  -3.621  -0.918  -3.705
H  -2.775  -3.238  -2.503
H  -1.523  -2.376  -0.242
H  -5.634  2.673  -1.717
H  -6.233  2.995  0.945
H  -4.026  2.076  2.223
C  6.030  -3.400  0.747
C  4.770  -2.638  0.519
C  3.968  -2.238  1.592
C  2.799  -1.538  1.408
C  2.000  -1.144  2.611
C  2.406  -1.216  0.061
C  1.251  -0.507  -0.244
O  0.398  -0.064  0.612
C  3.228  -1.626  -1.050
C  2.866  -1.318  -2.479
C  4.378  -2.320  -0.791
H  6.258  -3.509  1.804
H  6.867  -2.907  0.250
H  5.945  -4.395  0.304
H  4.279  -2.487  2.598
H  2.485  -1.492  3.519
H  0.994  -1.564  2.572
H  1.892  -0.059  2.669
H  1.039  -0.304  -1.294
H  1.905  -1.757  -2.756
H  3.617  -1.731  -3.148
H  2.820  -0.244  -2.668
H  5.007  -2.636  -1.614
O  -1.661  1.580  2.208
N  -1.170  0.523  2.916
C  -1.113  0.708  4.179
C  -1.538  1.932  4.804
N  -1.887  2.922  5.267
C  -0.582  -0.370  4.970
N  -0.138  -1.246  5.563


# 2
Computed, not measured: a single C4H9NO2 molecule, with the ωB97M-V functional and the def2-TZVPD basis.

Values from the calculation:
SMILES string: COC/C(C)=N\O
LUMO in eV: 0.96
Max |F| in Eh/bohr: 0.0114
HOMO-LUMO gap in eV: 10.42
Highest occupied orbital energy in eV: -9.462
Relative energy (zero: lowest compared OMol25 entry of this formula, charge and spin) in eV: 3.4812
Total energy in a.u.: -362.9576

CARTESIAN COORDINATES (ANGSTROEM)
C  -1.684  1.035  -1.034
O  -0.923  1.030  0.160
C  -0.602  -0.140  0.894
C  0.808  -0.525  0.501
N  1.081  -1.395  -0.391
O  -0.083  -2.024  -0.853
C  1.904  0.354  1.026
H  -1.157  1.667  -1.766
H  -1.856  0.051  -1.489
H  -2.654  1.511  -0.824
H  -1.296  -0.983  0.783
H  -0.613  0.166  1.948
H  0.224  -2.486  -1.641
H  1.966  0.345  2.122
H  1.653  1.378  0.723
H  2.877  0.081  0.612


# 3
Computed, not measured: a molecular structure, Cl4N3P3, with the ωB97M-V functional and the def2-TZVPD basis.

Values from the calculation:
LUMO (alpha / beta) in eV: -2.38 / -2.39
Max |F| in Eh/bohr: 0.0495
HOMO-LUMO gap (alpha / beta) in eV: 5.68 / 5.67
Highest occupied orbital energy (alpha / beta) in eV: -8.060 / -8.059
Relative energy (zero: lowest compared OMol25 entry of this formula, charge and spin) in eV: 8.3537
Total energy in a.u.: -3028.8890

CARTESIAN COORDINATES (ANGSTROEM)
N  -1.365  -1.693  1.429
N  1.338  0.077  0.299
N  -0.498  0.044  -1.350
P  1.392  -1.584  0.420
P  -1.234  -0.273  0.876
P  0.882  0.952  -1.204
Cl  2.576  1.059  1.100
Cl  -0.013  -1.621  -1.429
Cl  -3.153  0.399  0.512
Cl  0.074  2.639  -0.652


# 4
Computed, not measured: 22 unconnected molecules or ions with the total composition C33H110N22O33, with the ωB97M-V functional and the def2-TZVPD basis.

Values from the calculation:
LUMO in eV: 0.35
Max |F| in Eh/bohr: 0.0906
HOMO-LUMO gap in eV: 9.87
Highest occupied orbital energy in eV: -9.522
Total energy in a.u.: -5011.3084

CARTESIAN COORDINATES (ANGSTROEM)
C  -2.807  -0.878  -1.714
C  -1.731  -0.001  -2.200
O  -1.533  1.131  -1.353
O  -2.858  -2.057  -2.514
H  -3.778  -0.400  -1.749
H  -2.506  -1.122  -0.694
H  -1.879  0.381  -3.158
H  -0.876  -0.598  -2.194
H  -1.676  1.980  -1.782
H  -3.319  -2.807  -2.162
C  6.927  1.593  5.610
C  5.884  0.467  5.732
O  4.655  1.130  5.960
O  8.083  1.144  4.972
H  7.228  1.987  6.584
H  6.523  2.480  5.038
H  6.157  -0.149  6.573
H  5.858  -0.145  4.831
H  3.985  0.452  6.026
H  7.826  0.729  4.169
C  -4.137  -2.887  -5.329
C  -3.653  -4.306  -5.648
O  -3.058  -4.839  -4.456
O  -3.209  -1.912  -5.024
H  -4.890  -2.771  -4.529
H  -4.806  -2.537  -6.186
H  -2.835  -4.230  -6.403
H  -4.513  -4.899  -6.046
H  -2.096  -4.866  -4.621
H  -3.023  -1.858  -4.035
C  4.916  -3.876  0.724
C  5.490  -2.614  1.398
O  5.599  -1.575  0.409
O  4.723  -4.838  1.753
H  5.572  -4.269  -0.042
H  4.037  -3.577  0.298
H  6.427  -2.898  1.838
H  4.758  -2.422  2.146
H  5.726  -0.640  0.711
H  3.851  -4.954  2.069
C  -2.068  2.023  1.746
C  -2.739  2.774  2.912
O  -3.317  3.971  2.353
O  -1.753  0.678  2.169
H  -1.137  2.527  1.495
H  -2.740  2.154  0.904
H  -2.086  2.949  3.706
H  -3.573  2.150  3.289
H  -2.690  4.690  2.512
H  -0.955  0.351  1.775
C  -1.919  1.090  -5.935
C  -3.380  1.403  -5.658
O  -3.290  2.585  -4.904
O  -1.823  0.111  -6.981
H  -1.525  0.829  -4.947
H  -1.307  1.941  -6.281
H  -3.888  0.507  -5.216
H  -3.923  1.611  -6.628
H  -4.195  3.017  -4.787
H  -2.284  -0.642  -6.531
C  4.862  3.183  -1.303
C  5.935  2.215  -1.142
O  5.554  0.877  -0.936
O  4.099  3.207  -0.135
H  4.215  2.807  -2.128
H  5.059  4.150  -1.714
H  6.580  2.458  -0.305
H  6.634  2.335  -2.007
H  5.011  0.564  -1.644
H  3.226  3.638  -0.356
C  -1.206  1.077  5.694
C  -2.132  -0.082  5.816
O  -1.365  -1.265  6.211
O  -0.167  0.955  4.732
H  -0.599  1.192  6.586
H  -1.660  2.030  5.517
H  -2.534  -0.269  4.800
H  -2.914  0.183  6.598
H  -1.867  -2.076  5.965
H  -0.493  0.800  3.872
C  1.906  6.061  -1.235
C  1.788  6.442  0.226
O  0.844  5.648  0.943
O  2.090  4.670  -1.480
H  2.603  6.662  -1.801
H  0.960  6.317  -1.746
H  1.564  7.505  0.371
H  2.726  6.323  0.656
H  1.174  5.191  1.772
H  1.227  4.257  -1.444
C  -3.620  -5.063  -0.811
C  -2.278  -4.358  -0.508
O  -1.185  -4.761  -1.367
O  -4.191  -4.554  -1.983
H  -4.339  -4.918  -0.019
H  -3.371  -6.118  -0.940
H  -2.003  -4.692  0.484
H  -2.495  -3.322  -0.540
H  -1.266  -4.436  -2.287
H  -3.717  -4.985  -2.722
C  3.021  2.619  3.746
C  2.374  3.491  2.658
O  1.187  4.088  3.170
O  3.340  3.598  4.791
H  3.858  2.074  3.334
H  2.232  1.931  4.025
H  2.043  2.933  1.783
H  3.094  4.277  2.452
H  1.273  4.123  4.126
H  3.603  2.985  5.513
C  2.486  -2.089  4.414
O  2.922  -1.763  3.331
N  2.379  -3.410  4.732
N  2.218  -1.143  5.378
H  1.833  -3.635  5.525
H  2.612  -4.033  4.026
H  1.533  -1.454  6.038
H  1.870  -0.338  4.888
C  1.336  -4.589  0.908
O  1.662  -4.628  2.129
N  1.352  -3.532  0.059
N  0.847  -5.782  0.347
H  1.135  -3.693  -0.882
H  1.788  -2.634  0.346
H  0.176  -5.618  -0.416
H  0.689  -6.589  0.950
C  0.398  -3.128  -4.295
O  -0.571  -3.864  -3.998
N  0.261  -2.165  -5.242
N  1.571  -3.181  -3.559
H  -0.612  -2.023  -5.721
H  1.110  -1.815  -5.622
H  1.552  -4.004  -2.998
H  2.342  -2.534  -3.601
C  1.492  0.432  0.642
O  0.530  -0.367  0.945
N  2.739  0.301  1.113
N  1.306  1.556  -0.141
H  3.432  0.968  0.812
H  2.975  -0.369  1.794
H  2.115  1.946  -0.468
H  0.594  1.342  -0.829
C  -4.500  -2.382  2.075
O  -4.860  -2.297  0.893
N  -4.844  -3.402  2.917
N  -3.536  -1.612  2.648
H  -5.548  -3.990  2.568
H  -4.434  -3.567  3.812
H  -3.201  -0.775  2.200
H  -3.275  -1.759  3.568
C  -6.364  1.086  0.600
O  -7.077  2.073  0.444
N  -6.802  -0.094  0.215
N  -5.072  1.221  1.034
H  -7.697  -0.180  -0.089
H  -6.180  -0.924  0.235
H  -4.877  2.090  1.482
H  -4.604  0.284  1.411
C  -1.273  -3.473  3.724
O  -2.219  -3.366  4.478
N  -0.519  -2.361  3.350
N  -0.812  -4.628  3.285
H  0.019  -2.313  2.491
H  -0.698  -1.446  3.725
H  -1.182  -5.479  3.699
H  0.077  -4.781  2.868
C  -1.745  4.450  -1.728
O  -0.695  4.034  -2.206
N  -2.927  4.390  -2.360
N  -1.773  5.001  -0.486
H  -3.631  5.027  -1.980
H  -2.949  4.090  -3.367
H  -2.637  4.865  0.039
H  -0.842  5.107  -0.018
C  -5.996  3.331  -2.896
O  -5.559  3.824  -3.968
N  -5.958  2.009  -2.688
N  -6.577  4.130  -1.977
H  -5.699  1.423  -3.402
H  -6.307  1.541  -1.869
H  -6.629  5.136  -2.218
H  -7.019  3.819  -1.118
C  1.843  1.741  -4.228
O  2.046  1.280  -3.121
N  2.363  1.086  -5.299
N  1.020  2.776  -4.433
H  2.970  0.466  -4.947
H  2.520  1.574  -6.169
H  0.728  2.990  -5.379
H  0.493  3.193  -3.670
C  4.765  -1.235  -2.994
O  4.465  -1.071  -4.173
N  3.852  -1.164  -2.005
N  6.015  -1.718  -2.621
H  2.984  -0.662  -2.179
H  4.207  -1.097  -1.080
H  6.267  -1.688  -1.655
H  6.680  -1.970  -3.326